(1)
C62H46AuF9N4O2PS3 | ωB97M-V/def2-TZVPD

Last column: Löwdin charge in e.
Atoms and positions in Å:
Au  -0.83227  -0.13755  0.24725  0.936
C  7.73597  -1.22218  0.89098  -0.022
C  6.32200  -0.77468  0.67426  -0.230
C  5.40153  -1.59727  0.01521  -0.003
C  4.10022  -1.18943  -0.19950  -0.057
C  3.70878  0.06238  0.26978  -0.391
C  4.59301  0.89222  0.95599  -0.058
C  5.89662  0.46919  1.14202  -0.007
S  2.11983  0.74124  0.01884  1.109
O  1.17439  -0.52999  0.16883  -0.695
C  1.96057  1.09574  -1.69791  -0.321
C  2.12104  0.09551  -2.68855  -0.057
C  1.97147  0.44080  -3.99482  0.012
C  1.63804  1.77190  -4.37064  -0.152
C  1.45139  2.11706  -5.72673  -0.010
C  1.08590  3.38888  -6.07177  -0.037
C  0.88744  4.36908  -5.07752  -0.028
C  1.07377  4.06785  -3.75699  0.008
C  1.46151  2.76239  -3.37236  -0.120
C  1.63692  2.39843  -2.00301  -0.160
C  1.46420  3.41322  -0.92580  -0.174
C  2.48765  4.37800  -0.71550  -0.105
C  3.69707  4.36696  -1.46168  -0.006
C  4.65750  5.30674  -1.22990  -0.035
C  4.46697  6.30609  -0.24761  -0.032
C  3.32174  6.33602  0.49192  -0.004
C  2.30717  5.37034  0.28415  -0.134
C  1.12564  5.37033  1.06044  0.019
C  0.16156  4.42318  0.88050  -0.039
C  0.34182  3.45460  -0.13055  -0.283
S  -1.02508  2.30739  -0.26838  0.881
O  -2.06307  2.77667  0.64333  -0.418
C  -1.58482  2.45117  -1.93771  -0.371
C  -2.35840  3.56105  -2.25074  -0.029
C  -2.80388  3.71066  -3.55338  0.002
C  -2.48658  2.77510  -4.53940  -0.237
C  -2.94446  2.95853  -5.95597  -0.018
C  -1.71898  1.66204  -4.18647  -0.020
C  -1.26872  1.49125  -2.88964  -0.112
H  7.94418  -2.15951  0.38040  0.087
H  7.93125  -1.36274  1.95537  0.100
H  8.43709  -0.46916  0.53068  0.098
H  5.71967  -2.57037  -0.33613  0.128
H  3.39911  -1.84616  -0.69705  0.108
H  4.26568  1.85507  1.33036  0.118
H  6.59472  1.11026  1.66517  0.132
H  2.38502  -0.91497  -2.40837  0.100
H  2.11015  -0.29828  -4.77454  0.131
H  1.60435  1.36184  -6.48750  0.127
H  0.95344  3.65074  -7.11317  0.122
H  0.59659  5.37015  -5.36715  0.123
H  0.92728  4.82805  -3.00087  0.130
H  3.85579  3.61104  -2.21980  0.122
H  5.57503  5.29388  -1.80267  0.120
H  5.23755  7.04776  -0.08678  0.122
H  3.17137  7.09626  1.24758  0.127
H  0.99405  6.13603  1.81440  0.133
H  -0.73353  4.40754  1.48329  0.115
H  -2.60605  4.29143  -1.49044  0.130
H  -3.40215  4.57485  -3.81231  0.130
H  -3.58290  3.83268  -6.06095  0.089
H  -3.49634  2.08533  -6.30521  0.096
H  -2.08560  3.08334  -6.61809  0.087
H  -1.45804  0.93252  -4.94397  0.131
H  -0.64687  0.63622  -2.63561  0.094
N  -4.82484  0.04635  -0.77652  0.125
C  -4.94614  0.49851  0.52035  -0.014
C  -3.69953  0.48098  1.04947  -0.106
N  -2.84178  0.00997  0.07449  -0.146
C  -3.54845  -0.24147  -1.01998  -0.146
H  -5.57660  -0.04786  -1.44323  0.182
H  -5.89115  0.79520  0.93971  0.141
H  -3.33985  0.78583  2.02064  0.095
H  -3.16519  -0.60487  -1.95826  0.147
S  -0.20608  0.76043  2.92158  0.661
C  -1.15237  0.54768  4.30605  -0.796
N  -0.51864  0.22041  5.47453  0.086
C  -1.15702  0.08906  6.65575  -0.013
C  -2.50548  0.27425  6.69649  -0.003
C  -3.12528  0.58483  5.47722  -0.078
N  -2.48863  0.70838  4.32685  0.072
H  0.48687  0.10970  5.42333  0.148
H  -0.54467  -0.15631  7.51244  0.150
H  -3.06196  0.18584  7.61615  0.126
H  -4.19833  0.74333  5.44472  0.131
F  3.51165  -4.12828  5.54039  0.163
C  2.21160  -4.42233  5.60959  -0.593
F  1.70856  -3.79025  6.69137  0.149
F  2.08088  -5.73222  5.80759  0.176
C  1.46509  -3.96493  4.37748  -0.086
C  0.21070  -4.49572  4.11131  0.027
C  -0.52873  -4.00008  3.05258  -0.060
C  -0.01993  -2.96312  2.25910  -0.318
C  1.26150  -2.47720  2.50421  -0.070
C  1.99939  -2.97878  3.56411  0.021
P  -1.08222  -2.41948  0.89811  1.075
C  -0.81166  -3.43237  -0.56052  -0.335
C  -1.28140  -4.74936  -0.56536  -0.052
C  -1.00420  -5.57420  -1.64090  0.034
C  -0.25870  -5.08700  -2.70637  -0.078
C  0.21806  -3.78529  -2.70334  0.018
C  -0.05355  -2.95554  -1.62808  -0.074
C  -0.00476  -5.97794  -3.90442  -0.595
F  1.08966  -5.59171  -4.56970  0.159
F  -1.04374  -5.91314  -4.74887  0.169
F  0.15217  -7.24898  -3.53619  0.174
C  -2.76659  -2.60961  1.48761  -0.364
C  -3.06076  -2.19639  2.79042  -0.080
C  -4.36595  -2.20815  3.23810  0.018
C  -5.38398  -2.61308  2.38336  -0.086
C  -5.10293  -3.02973  1.09213  0.024
C  -3.79104  -3.02147  0.63952  -0.065
C  -6.80865  -2.54813  2.88774  -0.594
F  -6.98367  -3.34922  3.93907  0.180
F  -7.68634  -2.88588  1.94276  0.166
F  -7.08844  -1.28995  3.28009  0.148
H  -0.18802  -5.29139  4.72654  0.141
H  -1.50596  -4.42326  2.86380  0.114
H  1.68187  -1.69798  1.89421  0.067
H  2.99131  -2.59436  3.75892  0.133
H  -1.85211  -5.14058  0.26774  0.119
H  -1.36069  -6.59553  -1.65040  0.142
H  0.80409  -3.42649  -3.53863  0.129
H  0.32479  -1.94130  -1.62258  0.059
H  -2.26942  -1.86227  3.44777  0.098
H  -4.60131  -1.89376  4.24654  0.132
H  -5.90231  -3.36335  0.44478  0.136
H  -3.57544  -3.34516  -0.37089  0.114

Forces on atoms 1 to 3 (eV/Å):
Au -0.1 -0.1 0.2
C 0.0 0.0 0.0
C 0.0 0.0 0.0

Calculated values
Orbital gap: 0.200 hartree
Energy above the lowest of the compared OMol25 structures with the same formula, charge and spin: 0.000 eV
Total charge: +3
Calculated total energy: -145019.606 eV
HOMO: -14.723 eV

(2)
C18H47N5O6Si2 | ωB97M-V/def2-TZVPD

Last column: Löwdin charge in e.
Atoms and positions in Å:
C  -1.84930  -2.17376  -2.14486  -0.146
C  -2.87561  -2.98354  -1.15715  -0.313
C  -2.60103  -4.59455  -1.03238  -0.339
Si  -0.87385  -5.04650  -0.25108  0.511
O  -0.57561  -4.26802  1.29739  -0.527
Si  1.14509  -3.99347  1.55813  0.555
H  -2.44837  -1.84507  -3.11343  0.081
H  -1.54914  -1.17299  -1.56830  0.081
H  -0.90428  -2.77284  -2.48659  0.065
H  -2.91131  -2.45762  -0.11248  0.076
H  -3.96375  -2.85588  -1.63000  0.114
H  -2.82116  -5.20086  -2.03421  0.097
H  -3.40601  -5.00741  -0.25322  0.087
H  -0.90543  -6.50125  -0.03711  -0.040
H  0.20714  -4.80439  -1.24096  -0.041
H  1.42570  -2.55758  1.32120  -0.063
H  2.00935  -4.79838  0.66756  -0.066
H  1.59269  -4.28339  2.92813  -0.058
C  -3.33925  2.14366  2.47050  -0.012
C  -3.34323  1.38408  1.17331  -0.528
O  -3.49255  1.94288  0.08907  0.014
N  -3.17418  0.03141  1.22071  0.004
C  -2.98522  -0.80350  2.38330  -0.080
H  -3.48458  3.20944  2.26986  0.069
H  -4.15612  1.79837  3.10919  0.092
H  -2.37888  2.01572  2.97630  0.084
H  -3.18861  -0.40822  0.30840  0.107
H  -2.02975  -1.32338  2.27536  0.080
H  -3.79339  -1.53914  2.40717  0.085
H  -2.98570  -0.23227  3.31188  0.077
C  3.76952  -0.89885  0.72024  -0.004
C  4.18370  -1.66430  1.94589  -0.539
O  3.47754  -2.54100  2.43870  -0.071
N  5.38559  -1.36241  2.51587  0.004
C  6.35061  -0.37558  2.09241  -0.080
H  2.79042  -1.25208  0.38282  0.056
H  3.69069  0.16614  0.95267  0.090
H  4.49101  -1.06164  -0.08440  0.085
H  5.59347  -1.91948  3.33577  0.141
H  7.29285  -0.88987  1.88614  0.078
H  6.49870  0.32849  2.91535  0.082
H  6.02990  0.16688  1.20278  0.081
C  6.20144  -4.44612  1.10895  -0.004
C  6.64208  -3.80412  -0.17687  -0.536
O  7.08488  -2.65851  -0.21731  0.013
N  6.53989  -4.53187  -1.32599  0.000
C  6.05040  -5.88055  -1.48687  -0.080
H  6.34344  -3.74315  1.93535  0.070
H  5.14095  -4.70457  1.05432  0.082
H  6.80192  -5.33751  1.30734  0.089
H  6.85564  -4.03207  -2.14835  0.142
H  6.85117  -6.48151  -1.92556  0.083
H  5.20291  -5.85341  -2.17674  0.084
H  5.73671  -6.32611  -0.54261  0.078
C  -5.55568  4.41375  -0.70010  -0.009
C  -5.49235  4.90314  0.71980  -0.542
O  -5.72083  4.16596  1.67610  0.008
N  -5.16914  6.21080  0.93452  0.002
C  -4.86854  7.22761  -0.04536  -0.083
H  -5.82484  3.35321  -0.70901  0.085
H  -6.31805  4.96777  -1.25354  0.086
H  -4.57948  4.52587  -1.17863  0.055
H  -5.14695  6.46418  1.91487  0.140
H  -3.86165  7.60335  0.15427  0.081
H  -5.58691  8.04193  0.08001  0.081
H  -4.92033  6.85088  -1.06709  0.078
C  -1.87431  4.76011  -1.30917  -0.015
C  -1.51195  5.87664  -2.24817  -0.541
O  -1.93290  7.02112  -2.09620  0.015
N  -0.68805  5.59157  -3.29720  -0.003
C  -0.09371  4.32267  -3.64515  -0.083
H  -2.53578  5.14220  -0.52575  0.073
H  -2.40155  3.97109  -1.85128  0.084
H  -0.97333  4.36171  -0.83587  0.092
H  -0.49060  6.39355  -3.88340  0.141
H  0.99241  4.44592  -3.64507  0.082
H  -0.42485  4.05832  -4.65279  0.083
H  -0.36975  3.52829  -2.95138  0.078

Forces on atoms 1 to 3 (eV/Å):
C -0.6 0.9 0.1
C -0.9 -0.1 -1.0
C -1.3 0.2 0.9

Calculated values
Orbital gap: 0.348 hartree
Calculated total energy: -54920.960 eV
HOMO: -9.001 eV

The evaluated molar mass for the records listed, in turn: 1374.2, 485.8 g mol⁻¹.